[1]
The following is a DFT calculation (wB97M-V/def2-TZVPD) of 2 unconnected molecules or ions with the total composition C20H38ClNO5P2 at a distorted geometry.

Last column: Löwdin charge in e.
CARTESIAN COORDINATES (ANGSTROEM)
1 C -1.5418 4.0638 -3.9996  -0.1285
2 C -0.5950 2.9159 -3.6583  -0.2988
3 C -0.3202 2.7639 -2.1478  -0.6042
4 Cl 0.4154 4.3309 -1.6554  0.7044
5 C 0.6432 1.5539 -1.9770  -0.3317
6 N 1.9930 2.0402 -2.2649  0.0353
7 C 0.4712 0.6622 -0.6902  -0.5032
8 C 1.6645 0.6007 0.2836  -0.1377
9 C 1.7161 1.6435 1.3839  -0.2371
10 C 1.9810 2.9946 1.1935  -0.0760
11 C 2.0032 3.8690 2.2632  -0.0745
12 C 1.8027 3.4371 3.5645  -0.0481
13 C 1.5737 2.0849 3.7847  -0.2715
14 C 1.3831 1.5291 5.1816  -0.0459
15 C 1.5182 1.2250 2.6966  -0.0247
16 O 0.2456 -0.6956 -1.1612  -0.2386
17 C 1.3872 -1.3410 -1.6765  -0.1116
18 P -1.0781 0.8626 0.3693  1.0430
19 C -2.4314 0.4269 -0.8238  -0.2634
20 C -1.3210 2.6207 0.9142  -0.4215
21 C -2.7138 3.2209 0.6223  -0.1524
22 H -1.1085 5.0399 -3.8034  0.0481
23 H -1.7452 4.0336 -5.0739  0.0717
24 H -2.5153 3.9384 -3.5201  0.0737
25 H -0.9693 1.9762 -4.0718  0.1121
26 H 0.3642 3.1311 -4.1361  0.1049
27 H -1.2978 2.6354 -1.6947  0.0563
28 H 0.4360 0.9114 -2.8329  0.1355
29 H 2.4466 2.4574 -1.4693  0.0386
30 H 2.5634 1.3433 -2.7152  0.0754
31 H 2.6173 0.6612 -0.2507  0.1184
32 H 1.6852 -0.3641 0.7874  0.1105
33 H 2.1427 3.3967 0.2036  0.0595
34 H 2.1804 4.9247 2.0962  0.1070
35 H 1.8248 4.1447 4.3833  0.1110
36 H 0.3497 1.5796 5.5158  0.0808
37 H 1.7654 0.5084 5.1908  0.0738
38 H 2.0455 2.0865 5.8460  0.0761
39 H 1.3277 0.1744 2.8904  0.1162
40 H 2.0879 -0.7230 -2.2416  0.0832
41 H 1.9648 -1.8698 -0.9096  0.0902
42 H 1.0468 -2.1260 -2.3548  0.0944
43 H -2.5675 -0.6512 -0.7677  0.0214
44 H -2.1459 0.6578 -1.8517  0.0345
45 H -3.3737 0.8928 -0.5470  0.0313
46 H -0.5748 3.3233 0.5533  0.0165
47 H -1.2121 2.6032 2.0001  0.0633
48 H -2.6334 4.3031 0.7399  0.0724
49 H -3.4587 2.8612 1.3298  0.0706
50 H -3.0160 3.0498 -0.4099  0.0447
51 C 1.1218 -4.8719 1.2818  -0.0917
52 O 0.9948 -5.2519 -0.1067  -0.2202
53 P -0.2050 -6.2612 -0.5821  0.4462
54 O 0.4444 -7.3451 -1.3266  -0.2275
55 O -0.9062 -5.1896 -1.5579  -0.2325
56 C -1.3538 -3.9654 -0.9775  -0.1017
57 O -1.6296 -6.8398 -0.0402  -0.2115
58 C -1.6311 -7.5511 1.2137  -0.0977
59 H 2.1720 -4.9351 1.5588  0.0886
60 H 0.7799 -3.8436 1.4104  0.0838
61 H 0.5482 -5.5222 1.9438  0.0692
62 H -0.6013 -3.1929 -1.1289  0.0628
63 H -1.5448 -4.0739 0.0948  0.0841
64 H -2.2775 -3.6626 -1.4655  0.0925
65 H -1.3151 -6.9013 2.0311  0.0709
66 H -0.9750 -8.4214 1.1578  0.0912
67 H -2.6486 -7.8802 1.4038  0.0880

Forces on atoms 1 to 2 (eV/Å):
C -0.24 -0.51 -0.66
C 0.27 0.74 0.08

- Kohn-Sham gap: 8.20 eV
- Total charge: 0
- SMILES: CC[C@H](Cl)[C@@H](N)[C@](Cc1cccc(C)c1)(OC)P(C)CC.COP(=O)(OC)OC
- LUMO level: 0.010 Ha
- HOMO: -7.94 eV

=====

[2]
The following is a DFT calculation (wB97M-V/def2-TZVPD) of 3 unconnected molecules or ions with the total composition C20H38FNO7P at a distorted geometry.

Last column: Löwdin charge in e.
CARTESIAN COORDINATES (ANGSTROEM)
1 C 1.0501 -3.2917 0.9343  -0.1215
2 C -0.1132 -3.6511 -0.0917  -0.2541
3 C -1.0262 -2.3815 -0.3611  -0.2445
4 C -2.0621 -2.5967 -1.5111  -0.2105
5 C -2.9715 -1.3369 -1.8196  -0.2193
6 C -3.2703 -0.4284 -0.5417  -0.2637
7 C -2.2270 0.7564 -0.5186  -0.3450
8 P -2.1058 1.6305 1.2161  0.4953
9 O -1.5495 0.1253 1.9215  -0.3356
10 C -2.1118 2.4434 2.9459  -0.3091
11 C -3.4312 1.9601 3.6710  -0.2587
12 F -3.2768 2.1309 5.1008  -0.1553
13 C -0.2765 2.2264 0.8481  -0.3316
14 C -0.0978 2.9078 -0.4285  -0.0780
15 C 1.2707 3.3378 -0.7676  -0.0688
16 C 2.2262 3.0226 0.2956  -0.1191
17 C 1.9123 2.3457 1.5270  -0.1631
18 N 0.6463 1.9236 1.7948  0.0463
19 H 1.2999 -2.1977 0.9153  0.0669
20 H 0.6913 -3.5212 1.9741  0.0686
21 H 1.9895 -3.8617 0.7123  0.0591
22 H 0.3526 -4.0279 -1.0358  0.0953
23 H -0.7856 -4.4061 0.3939  0.1007
24 H -1.5033 -2.1492 0.6297  0.1033
25 H -0.3079 -1.5350 -0.5537  0.1059
26 H -2.7300 -3.4652 -1.2566  0.1073
27 H -1.4733 -2.8081 -2.4477  0.1031
28 H -2.3948 -0.6859 -2.5326  0.0937
29 H -3.9179 -1.6243 -2.3584  0.0923
30 H -3.2873 -1.0180 0.4104  0.0901
31 H -4.2832 0.0316 -0.6775  0.0912
32 H -1.2061 0.4096 -0.8512  0.0623
33 H -2.6159 1.5358 -1.2327  0.0650
34 H -3.5064 1.2590 1.4299  0.0024
35 H -2.5302 2.8764 0.5671  -0.0102
36 H -0.8388 -0.1966 1.3467  -0.0035
37 H -1.2821 2.1291 3.6202  0.0670
38 H -2.1783 3.5562 2.8512  0.0680
39 H -3.5679 0.8531 3.5384  0.0928
40 H -4.3428 2.4902 3.2969  0.0992
41 H -0.9455 3.0791 -1.1279  0.0803
42 H 1.5341 3.8368 -1.7208  0.0805
43 H 3.2944 3.3099 0.1283  0.0767
44 H 2.7394 2.1732 2.2536  0.0926
45 C 4.3486 -8.7323 1.1664  -0.0492
46 O 3.3210 -7.9137 1.7198  0.0027
47 C 3.5539 -7.5146 2.9761  -0.6138
48 O 4.5245 -7.7877 3.6361  0.1182
49 O 2.5230 -6.7618 3.3686  0.0042
50 C 2.6345 -6.2610 4.7002  -0.0416
51 H 4.0506 -8.9919 0.1521  0.0920
52 H 5.2929 -8.1884 1.1230  0.0973
53 H 4.4609 -9.6518 1.7422  0.0959
54 H 3.5096 -5.6180 4.7977  0.0990
55 H 2.6775 -7.0812 5.4178  0.0959
56 H 1.7445 -5.6684 4.9031  0.0955
57 C 1.1605 7.3208 -7.0527  -0.0518
58 O 0.4805 7.7696 -5.8828  -0.0034
59 C 0.5472 6.9177 -4.8493  -0.6143
60 O 1.1141 5.8559 -4.8465  0.1237
61 O -0.1240 7.4540 -3.8271  0.0010
62 C -0.1378 6.6477 -2.6458  -0.0375
63 H 1.0386 8.0865 -7.8171  0.0900
64 H 2.2253 7.1935 -6.8545  0.0964
65 H 0.7242 6.3910 -7.4191  0.0973
66 H 0.8747 6.4939 -2.2722  0.0940
67 H -0.6265 5.6921 -2.8368  0.0980
68 H -0.7079 7.1812 -1.8880  0.0963

Forces on atoms 1 to 2 (eV/Å):
C -0.53 -0.06 -0.01
C -0.01 0.91 0.54

- Kohn-Sham gap: 6.10 eV
- Total charge: -1
- LUMO level: 0.081 Ha
- HOMO: -3.90 eV

=====

[3]
The following is a DFT calculation (wB97M-V/def2-TZVPD) of 2 unconnected molecules or ions with the total composition C20H38N3O2 at a distorted geometry.

Last column: Löwdin charge in e.
CARTESIAN COORDINATES (ANGSTROEM)
1 C 3.2410 -1.8565 -0.1203  -0.0861
2 O 2.7097 -0.5663 -0.4202  -0.2473
3 C 3.7823 0.4018 -0.4589  -0.1873
4 C 3.3267 1.8295 -0.2045  -0.1484
5 C 3.0675 2.6889 -1.4653  -0.1851
6 C 1.6332 2.5978 -1.9635  -0.2198
7 C 1.4346 3.2276 -3.3603  -0.1902
8 C 1.3698 2.1989 -4.4985  -0.1861
9 C 0.1478 1.2907 -4.3098  -0.2094
10 C 0.5320 -0.1518 -4.0236  -0.2071
11 C -0.7113 -0.9999 -3.6911  -0.1762
12 C -0.3680 -2.0961 -2.6741  -0.1595
13 C -0.9780 -1.8490 -1.2887  -0.0727
14 N 0.0635 -1.2223 -0.3625  0.1119
15 C -0.4666 -0.2168 0.5631  -0.1954
16 C -0.6380 1.0906 0.1490  0.0084
17 C -1.1260 1.9638 1.1025  -0.0203
18 C -1.4086 1.5252 2.3894  -0.0927
19 N -1.2505 0.2587 2.7707  0.0974
20 C -0.7780 -0.5773 1.8609  -0.0776
21 H 4.2715 -1.9418 -0.4419  0.0953
22 H 2.6689 -2.6014 -0.6577  0.0788
23 H 3.1769 -2.0586 0.9482  0.0998
24 H 4.2768 0.3397 -1.4258  0.1295
25 H 4.5010 0.0926 0.2937  0.1196
26 H 4.0830 2.3295 0.3899  0.1146
27 H 2.4201 1.8215 0.3949  0.1085
28 H 3.2854 3.7221 -1.2180  0.1167
29 H 3.7214 2.3944 -2.2828  0.1142
30 H 0.9892 3.1309 -1.2673  0.1068
31 H 1.3279 1.5562 -1.9882  0.0670
32 H 2.2721 3.8900 -3.5638  0.1110
33 H 0.5142 3.8004 -3.3934  0.1106
34 H 2.2911 1.6216 -4.5025  0.1119
35 H 1.2828 2.7418 -5.4314  0.1102
36 H -0.5248 1.2962 -5.1617  0.1220
37 H -0.4094 1.6547 -3.4474  0.0966
38 H 1.0411 -0.5657 -4.8865  0.1258
39 H 1.1782 -0.1906 -3.1507  0.0822
40 H -1.1414 -1.4357 -4.5861  0.1187
41 H -1.4589 -0.3193 -3.2931  0.1030
42 H 0.7076 -2.1427 -2.5734  0.1021
43 H -0.6735 -3.0746 -3.0214  0.1186
44 H -1.8561 -1.2238 -1.3224  0.1288
45 H -1.2370 -2.8084 -0.8594  0.1303
46 H 0.4616 -1.9709 0.1989  0.1583
47 H 0.8309 -0.7855 -0.8983  0.1262
48 H -0.3974 1.4129 -0.8501  0.0982
49 H -1.2692 3.0015 0.8525  0.1176
50 H -1.7709 2.2197 3.1263  0.1186
51 H -0.6276 -1.6072 2.1676  0.1267
52 C -4.0076 -2.0779 7.5209  -0.0111
53 C -4.5392 -2.8617 6.3434  -0.5539
54 O -5.2056 -3.8693 6.4809  0.0427
55 N -4.2406 -2.3957 5.0954  0.0010
56 C -3.4629 -1.2266 4.7293  -0.0924
57 H -4.3268 -2.5717 8.4324  0.0838
58 H -2.9176 -2.0427 7.5019  0.0826
59 H -4.3990 -1.0600 7.5160  0.0838
60 H -4.6279 -2.9614 4.3577  0.1347
61 H -4.0805 -0.5425 4.1423  0.0809
62 H -2.6061 -1.5226 4.1273  0.0502
63 H -3.1048 -0.7053 5.6097  0.0731

Forces on atoms 1 to 2 (eV/Å):
C -0.31 0.14 -0.03
O 0.21 0.16 -0.13

- Kohn-Sham gap: 8.20 eV
- Total charge: +1
- LUMO level: -0.106 Ha
- Energy above the lowest of the compared OMol25 structures with the same formula, charge and spin: 0.0 kcal per mole
- HOMO: -11.09 eV

=====

[4]
The following is a DFT calculation (wB97M-V/def2-TZVPD) of 5 unconnected molecules or ions with the total composition C20H38O6 at a distorted geometry.

Last column: Mulliken spin population.
CARTESIAN COORDINATES (ANGSTROEM)
1 C -3.7407 -0.4921 -3.4570  0.0008
2 C -4.9743 0.4047 -3.2377  0.0000
3 C -6.0817 -0.6460 -3.1363  0.0000
4 O -5.6269 -1.8330 -3.7730  0.0000
5 C -4.2185 -1.9654 -3.5358  -0.0001
6 H -3.0259 -0.1956 -2.6894  -0.0003
7 H -3.0767 -0.2174 -4.2765  0.0001
8 H -5.1407 1.0531 -4.0979  0.0000
9 H -4.8327 1.0351 -2.3598  0.0000
10 H -6.9125 -0.2451 -3.7168  0.0000
11 H -6.4138 -0.8170 -2.1123  0.0000
12 H -3.7206 -2.6693 -4.2026  0.0000
13 H -4.0519 -2.3413 -2.5263  0.0000
14 C 5.3555 -0.7115 4.6610  0.0000
15 C 4.0168 -0.3976 3.9245  0.0000
16 C 4.2027 -1.0872 2.5716  0.0000
17 O 5.3679 -1.8687 2.7229  0.0000
18 C 6.2652 -1.2826 3.5687  0.0000
19 H 4.9963 -1.5160 5.3029  0.0000
20 H 5.8004 0.0317 5.3226  0.0000
21 H 4.0144 0.6918 3.8888  0.0000
22 H 3.1908 -0.7578 4.5378  0.0000
23 H 4.2756 -0.2938 1.8277  0.0000
24 H 3.3652 -1.6848 2.2117  0.0001
25 H 6.8807 -0.4583 3.2085  0.0000
26 H 7.1007 -1.9435 3.7996  0.0000
27 C 2.4921 0.2714 -2.3668  -0.0002
28 C 1.2909 0.0613 -3.2808  -0.0001
29 C 0.2253 1.1073 -2.8462  0.0016
30 O 0.9026 1.7664 -1.7430  0.0149
31 C 2.3213 1.5917 -1.6847  -0.0010
32 H 3.3671 0.3319 -3.0139  0.0001
33 H 2.8865 -0.5841 -1.8186  0.0000
34 H 0.8688 -0.9430 -3.3165  -0.0001
35 H 1.5834 0.2727 -4.3093  0.0000
36 H -0.6759 0.5491 -2.5924  -0.0009
37 H 0.1094 1.7865 -3.6908  0.0006
38 H 2.7253 1.6085 -0.6724  0.0006
39 H 2.8297 2.3132 -2.3243  0.0015
40 C -0.0691 3.0139 1.4065  0.0046
41 C -0.7906 3.0866 2.7601  0.0311
42 C -1.9959 2.1512 2.5426  0.0219
43 O -2.3687 2.3364 1.2164  0.6877
44 C -1.1547 2.4418 0.4452  0.0702
45 H 0.7672 2.3157 1.3716  0.0006
46 H 0.4109 3.9676 1.1868  0.0055
47 H -1.1759 4.1062 2.7599  0.0049
48 H -0.2236 2.7562 3.6304  0.0004
49 H -2.7373 2.3510 3.3163  0.0243
50 H -1.7822 1.0928 2.6916  0.0679
51 H -1.3361 3.0130 -0.4653  0.0360
52 H -0.9821 1.4169 0.1167  0.0293
53 O 1.0746 -0.4883 1.4878  0.0050
54 C 0.1340 -1.1925 1.1447  -0.0034
55 O -0.8575 -1.5210 1.9366  -0.0004
56 C -1.6756 -2.5604 1.3763  0.0007
57 C -1.5889 -2.2872 -0.1642  -0.0022
58 C -0.1504 -1.7545 -0.2195  0.0006
59 H -2.6707 -2.4249 1.8000  -0.0002
60 H -1.2342 -3.5378 1.5711  0.0001
61 H -2.2713 -1.4733 -0.4093  -0.0001
62 H -1.8181 -3.0435 -0.9148  0.0001
63 H 0.0588 -1.0641 -1.0365  -0.0017
64 H 0.4955 -2.6269 -0.3186  -0.0003

Forces on atoms 1 to 2 (eV/Å):
C 1.64 0.71 -0.54
C 0.63 -0.73 -0.61

- Kohn-Sham gap (alpha / beta): 8.61 / 2.54 eV
- Total charge: +1
- LUMO level (alpha / beta): -0.097 / -0.320 Ha
- HOMO (alpha / beta): -11.26 / -11.26 eV
- Multiplicity: 2

=====

Number 1: electronic energy -2358.715302 a.u.. Number 2: electronic energy -1807.442035 a.u.. Number 3: electronic energy -1099.358133 a.u.. Number 4: electronic energy -1235.823016 a.u..